Entry 1:
{
  "formula": "C15H36BFN5O2",
  "method": "ωB97M-V/def2-TZVPD",
  "spin_multiplicity": 1,
  "lumo_ha": -0.099,
  "homo_ha": -0.437,
  "homo_lumo_gap_ev": 9.2,
  "total_charge": 1,
  "elements": ["N", "H", "H", "H", "C", "H", "F", "H", "H", "N", "C", "B", "C", "O", "N", "C", "H", "H", "H", "C", "C", "C", "H", "H", "H", "H", "H", "H", "C", "H", "H", "O", "N", "H", "H", "H", "C", "H", "H", "H", "H", "C", "H", "N", "H", "H", "C", "H", "H", "H", "H", "H", "C", "H", "H", "H", "C", "C", "C", "H"],
  "positions_angstrom": [[2.16338, 3.94281, -3.24957], [-2.70200, 0.61052, -2.67630], [3.26570, -1.54627, 3.19109], [1.96406, 5.54401, -4.56003], [1.30248, -2.95297, 1.74474], [0.03965, -0.34395, 2.18126], [1.11840, -3.99459, 3.80006], [-2.10667, -1.02279, -2.41904], [0.42954, 5.02674, -3.11011], [2.15844, -2.13920, 0.84733], [-3.21605, -1.54588, 0.01313], [1.13073, 0.50324, 0.62131], [-1.12744, 0.49440, -1.20367], [1.65329, 1.62798, 0.07046], [1.50226, -2.67163, -1.36769], [-2.36746, -0.08893, -1.90876], [2.15739, -3.43770, -1.29726], [-4.76096, 0.52067, 3.00521], [-4.01879, -2.36305, 1.82983], [-3.83805, -1.37427, 1.40413], [2.93987, 2.82361, -2.73994], [-2.96621, -0.54740, 2.37029], [0.40291, -2.39002, 1.99720], [3.14218, 2.96359, -1.67929], [3.62247, 5.24305, -4.02351], [3.87103, 2.72318, -3.29137], [2.98799, -2.68366, 0.62319], [1.75247, -1.49141, 4.11708], [0.20542, -0.15091, -1.62272], [-2.54892, -1.20795, 3.13533], [-3.42377, 1.57978, 2.59294], [0.48634, 3.46704, -1.80054], [0.70883, 0.38269, 1.96596], [-3.41433, 0.70276, 4.11605], [1.11240, 2.41772, 0.20298], [0.01961, -0.98976, -2.29110], [-3.52162, -0.38833, -0.95058], [-3.54358, -2.49001, -0.42854], [-2.11135, -0.15222, 1.81201], [-1.06602, 1.56489, -1.40090], [-4.39444, -0.65604, -1.55001], [-3.67660, 0.62713, 3.06096], [0.82843, 0.57445, -2.14380], [0.97002, -0.60604, -0.43311], [3.10414, -2.47770, 4.69102], [1.41005, 0.42807, 2.69290], [1.53292, -1.77870, -0.35141], [-1.25078, 0.37813, -0.12139], [-2.12651, -1.63466, 0.13342], [2.36046, 1.90628, -2.84216], [-3.79334, 0.51479, -0.39426], [-4.81745, -0.89833, 1.30432], [0.96271, 4.16130, -2.69127], [1.46749, -2.31104, -2.31135], [0.98556, -3.87784, 1.25223], [2.85442, -4.01243, 2.79255], [2.68716, 4.76678, -4.32007], [2.04609, -3.30883, 3.02507], [2.57890, -2.13256, 3.80201], [2.86714, 4.17143, -5.21632]],
  "forces_ev_per_a": [[-0.05, -0.08, 0.09], [0.00, -0.08, -0.05], [0.02, -0.03, 0.02], [0.01, 0.00, -0.01], [-0.13, 0.06, 0.01], [0.13, -0.02, 0.06], [0.06, -0.04, 0.00], [0.00, 0.04, -0.03], [-0.01, 0.00, 0.00], [0.07, -0.40, -0.26], [0.08, 0.08, 0.07], [0.18, 0.27, 0.03], [-0.05, 0.01, -0.12], [-0.16, -0.45, -0.08], [0.81, 0.34, -0.15], [-0.01, -0.03, 0.07], [-0.22, -0.13, 0.17], [0.02, -0.04, 0.06], [-0.05, 0.05, 0.06], [0.03, -0.09, -0.04], [-0.11, 0.07, 0.01], [0.00, 0.09, 0.04], [0.08, 0.02, -0.01], [0.09, -0.06, 0.00], [0.00, 0.00, 0.01], [-0.02, 0.12, -0.04], [0.02, 0.07, 0.08], [0.02, -0.03, 0.02], [0.04, 0.02, -0.04], [0.00, -0.04, -0.07], [-0.04, -0.02, -0.02], [0.00, 0.05, -0.02], [-0.08, -0.71, -0.21], [0.04, 0.02, -0.03], [0.33, 0.26, 0.07], [-0.04, -0.04, 0.10], [0.04, -0.11, -0.07], [0.00, 0.06, -0.07], [0.01, 0.02, 0.02], [0.02, 0.00, 0.11], [-0.08, 0.10, 0.09], [-0.07, 0.03, -0.01], [0.02, -0.02, 0.01], [-0.32, 0.00, 0.04], [-0.01, 0.01, -0.02], [-0.17, 0.61, 0.05], [-0.24, 0.12, 0.06], [0.00, 0.00, -0.04], [-0.03, -0.09, 0.02], [0.07, -0.06, 0.00], [0.10, 0.00, 0.01], [0.01, -0.07, -0.05], [0.02, -0.04, -0.01], [-0.31, -0.01, 0.03], [-0.05, 0.01, 0.06], [-0.03, 0.00, 0.04], [0.02, 0.03, 0.00], [0.07, 0.02, -0.10], [-0.11, 0.09, 0.04], [-0.01, 0.00, 0.00]],
  "nbo_charge": [-0.41, 0.22, 0.22, 0.22, -0.24, 0.39, -0.35, 0.19, 0.13, -0.64, -0.39, 1.20, -0.43, -0.90, -0.77, -0.39, 0.41, 0.21, 0.21, -0.40, -0.41, -0.39, 0.21, 0.22, 0.21, 0.21, 0.38, 0.21, -0.23, 0.20, 0.21, -0.69, -1.11, 0.22, 0.54, 0.20, -0.40, 0.21, 0.17, 0.26, 0.22, -0.62, 0.24, -0.57, 0.24, 0.42, 0.71, 0.20, 0.17, 0.19, 0.20, 0.21, 0.54, 0.42, 0.20, 0.16, -0.40, 0.21, -0.65, 0.20]
}



Entry 2:
{
  "formula": "C15H36BN5O7PS",
  "method": "ωB97M-V/def2-TZVPD",
  "spin_multiplicity": 1,
  "lumo_ha": -0.149,
  "homo_ha": -0.443,
  "homo_lumo_gap_ev": 8.0,
  "total_charge": 1,
  "de_lowest_kj_mol": 0.0,
  "elements": ["H", "H", "C", "H", "H", "H", "H", "H", "O", "N", "H", "H", "H", "C", "P", "N", "O", "H", "B", "H", "H", "N", "C", "H", "O", "H", "H", "H", "H", "O", "C", "C", "H", "H", "C", "N", "H", "H", "C", "H", "O", "C", "H", "H", "C", "H", "H", "O", "H", "C", "H", "C", "H", "H", "H", "C", "S", "H", "N", "C", "C", "O", "H", "H", "C", "H"],
  "positions_angstrom": [[-1.30185, 2.89911, -2.25085], [-1.34584, 1.03542, -3.83097], [1.10052, -2.79829, -2.83909], [-2.20182, -3.16825, 2.55567], [-3.99709, 2.85887, 1.49841], [1.47579, 0.78116, 0.95802], [2.84190, -2.34534, -0.09224], [3.08002, -1.71096, -1.67230], [-1.18573, -3.10930, -1.11294], [1.21846, -2.69937, -1.36630], [-3.09350, -0.14904, 0.47414], [2.00379, -0.84789, -0.60116], [1.84833, -2.66788, 1.78419], [1.63492, 0.46654, 1.98275], [-2.02216, -0.82186, 3.18943], [-0.08054, -1.89801, 0.69377], [-2.97740, 1.07672, -1.15215], [0.14939, -2.44676, -3.22115], [0.00284, -2.56079, -0.69386], [-2.93313, -0.94421, -1.07279], [0.44718, 3.03411, -2.41143], [-0.83632, -0.13853, 2.08897], [0.03985, 0.39411, -2.35351], [2.14417, -0.49170, 2.01242], [1.22542, 0.38781, -2.67735], [-0.59416, -0.51211, -4.12569], [0.08530, 1.43392, 3.10104], [5.61884, -0.74241, -1.68334], [4.05892, 2.91744, 1.98377], [-3.29668, 0.22072, 3.09381], [-0.25862, 2.09605, -0.59473], [-0.38226, 3.09510, -1.71207], [-2.73649, -2.18609, 1.20227], [1.26962, -3.82227, -3.15136], [3.53117, 2.08676, 1.53391], [-1.14626, -0.14153, -0.30106], [-3.76355, -2.39241, 2.60858], [3.20458, 1.04450, 3.39764], [2.62331, 1.48020, 2.59324], [2.90585, 2.47065, 0.72790], [-0.16980, 2.42669, 0.56925], [2.33030, -1.83678, -0.90405], [-2.51292, 2.00575, 1.26812], [2.05494, 2.30792, 3.01571], [-2.60016, -0.08015, -0.49746], [-4.09913, -0.27760, 2.92007], [0.52020, -0.13299, 3.70506], [5.91150, -1.65549, -1.60432], [-2.79813, 3.56654, 0.44836], [-3.87771, 1.90931, -0.42211], [4.00289, 0.48515, 0.57342], [-3.23855, 2.62678, 0.75789], [-1.51800, -2.72492, -1.92503], [1.86230, -2.19578, -3.31453], [-1.89591, -0.42129, -2.95761], [0.35938, 0.43418, 2.79078], [0.53499, -2.83982, 2.01430], [6.38056, -1.81765, -2.42857], [-0.27864, 0.71335, -0.97131], [-0.64827, -0.74467, 0.87687], [-2.73486, -2.26527, 2.28622], [4.48756, 1.15327, 1.05630], [-0.38732, 4.08537, -1.28333], [-4.73264, 1.33246, -0.07245], [-1.04332, 0.10854, -3.35991], [-4.26604, 2.65295, -1.10528]],
  "forces_ev_per_a": [[-0.21, 0.04, -0.11], [-0.25, 0.23, 0.08], [0.58, -0.73, 0.11], [0.11, -0.20, 0.10], [-0.21, 0.08, 0.05], [-0.25, -0.12, -0.20], [0.14, 0.06, 0.24], [0.04, -0.09, -0.26], [-0.15, 0.52, 0.38], [-0.49, 2.21, -0.24], [0.12, 0.03, 0.24], [-0.09, 0.11, 0.07], [-0.09, 0.10, -0.21], [0.76, 0.40, 0.54], [0.06, 0.06, 1.00], [1.04, -0.16, 0.06], [0.27, 0.10, -0.29], [-0.23, -0.09, 0.02], [-0.23, -0.76, -0.21], [0.12, -0.15, -0.21], [0.13, -0.10, -0.09], [-0.22, -1.00, -0.08], [2.14, -0.31, -0.55], [-0.14, -0.32, -0.28], [-2.24, 0.34, 0.69], [0.09, 0.01, -0.23], [-0.11, 0.29, -0.20], [0.12, 0.10, 0.07], [0.36, 0.12, -0.11], [0.27, -0.22, -0.34], [0.20, 0.75, 0.91], [0.34, -0.24, 0.06], [-0.10, -0.07, -0.12], [-0.18, -0.20, -0.13], [-0.12, -0.38, 0.58], [0.22, -0.44, -0.56], [-0.15, -0.02, 0.18], [0.17, -0.11, 0.12], [-0.49, 0.35, -0.33], [0.00, 0.14, -0.23], [-0.29, -0.67, -1.00], [0.27, -0.72, 0.16], [0.21, -0.03, 0.03], [-0.10, 0.11, 0.12], [-0.53, 0.43, 0.32], [-0.39, 0.19, -0.07], [-0.01, -0.18, 0.09], [-0.24, 0.04, -0.09], [0.35, 0.05, 0.00], [-0.24, 0.53, 0.77], [-0.01, -0.30, -0.20], [-0.28, -0.07, -0.05], [-0.10, -0.33, -0.39], [0.15, 0.19, 0.05], [-0.31, 0.21, 0.16], [-0.09, -0.10, 0.19], [-0.21, -0.19, 0.35], [0.08, -0.09, 0.01], [-0.21, 0.14, -0.33], [-0.09, 0.70, -0.03], [0.23, 0.31, -0.32], [0.08, 0.29, -0.02], [-0.07, 0.20, 0.11], [-0.05, -0.34, -0.12], [0.52, -0.61, 0.21], [0.00, -0.08, -0.43]],
  "nbo_charge": [0.24, 0.27, -0.40, 0.26, 0.23, 0.22, 0.20, 0.24, -0.90, -0.68, 0.19, 0.20, 0.15, -0.45, 1.31, -0.70, -0.54, 0.17, 1.18, 0.17, 0.26, -0.84, 0.73, 0.20, -0.52, 0.25, 0.23, 0.47, 0.19, -0.98, 0.73, -0.74, 0.23, 0.22, -0.06, -0.41, 0.26, 0.22, -0.41, 0.15, -0.55, -0.42, 0.23, 0.21, 0.10, 0.49, 0.22, -0.94, 0.22, -0.07, 0.45, -0.65, 0.50, 0.22, 0.23, -0.18, 0.26, 0.48, -0.40, 0.89, -1.02, -0.70, 0.26, 0.17, -0.74, 0.21]
}